Formula: C45H36N4O13W
Source: OMol25
Level of theory: ωB97M-V/def2-TZVPD

Geometry as XYZ:
```
99
Properties=species:S:1:pos:R:3:forces:R:3:lowdin_charge:R:1
W -0.357 -0.090 -0.192 -0.349 0.868 -0.829 1.8276
O 5.530 -1.891 0.786 0.653 -0.204 0.053 0.0725
C 4.248 -1.491 0.706 -0.340 -0.496 -0.165 -0.3111
C 3.872 -0.193 0.944 0.019 0.604 0.172 0.0561
C 2.547 0.126 0.806 0.082 0.667 0.263 -0.1666
N 1.617 -0.764 0.495 -0.109 1.232 0.101 0.0521
C 1.988 -1.980 0.233 -0.001 -1.620 -0.435 -0.1708
C 3.284 -2.409 0.330 0.403 -0.512 0.032 0.0850
C 0.859 -2.830 -0.291 0.543 0.464 0.457 -0.5807
O 1.017 -3.988 -0.577 0.302 -1.272 -0.295 0.0807
O -0.208 -2.150 -0.367 -0.731 -0.081 -0.019 -0.1186
C 2.028 1.534 0.913 0.075 -0.183 0.176 -0.5948
O 2.785 2.430 1.256 0.107 0.248 0.064 0.0473
O 0.801 1.607 0.598 -0.298 -0.113 -0.215 -0.1274
H 6.065 -1.118 0.988 0.124 0.021 0.010 0.1064
H 4.577 0.597 1.186 -0.107 -0.010 -0.026 0.1370
H 3.514 -3.438 0.086 0.025 0.064 0.013 0.1345
C -0.689 5.019 -4.534 -0.076 0.173 0.067 0.0117
C -0.567 3.509 -4.614 0.046 -0.144 0.163 -0.5816
C -0.555 3.028 -6.053 0.069 -0.052 -0.146 0.0115
O 0.623 3.119 -3.946 0.033 -0.139 0.031 -0.0141
C 0.334 2.272 -2.824 -0.128 0.075 -0.186 -0.1315
C -1.174 2.023 -2.902 0.107 0.267 -0.071 -0.1458
O -1.642 2.890 -3.942 0.001 -0.045 0.115 -0.0075
C -1.946 2.279 -1.589 0.190 -0.047 0.077 -0.3591
O -1.319 1.553 -0.577 -0.793 0.941 0.058 -0.3013
C -3.426 1.878 -1.749 0.103 -0.087 0.059 -0.1370
C -4.278 2.100 -0.671 -0.022 -0.100 0.062 -0.0249
C -5.614 1.732 -0.730 0.032 0.000 -0.058 -0.0788
C -6.125 1.145 -1.883 0.043 0.018 0.010 -0.1108
C -5.285 0.927 -2.965 0.029 0.035 0.074 -0.0867
C -3.943 1.289 -2.897 -0.079 -0.008 -0.041 -0.0201
C -1.880 3.766 -1.214 -0.015 0.068 0.002 -0.1176
C -2.720 4.689 -1.835 -0.028 0.098 0.015 -0.0431
C -2.652 6.039 -1.518 -0.004 -0.023 -0.012 -0.1064
C -1.736 6.490 -0.574 0.078 -0.096 0.040 -0.1196
C -0.906 5.573 0.063 -0.054 -0.053 -0.080 -0.0754
C -0.982 4.215 -0.247 -0.071 0.103 -0.102 0.0093
C 1.169 0.976 -2.869 0.251 0.042 0.032 -0.3961
O 0.817 0.158 -1.819 0.047 -0.390 -0.355 -0.2634
C 0.970 0.242 -4.208 0.125 -0.058 0.008 -0.1185
C 1.650 0.630 -5.364 0.009 -0.032 0.027 -0.0454
C 1.488 -0.070 -6.552 -0.005 -0.002 0.051 -0.1058
C 0.638 -1.170 -6.604 -0.026 0.028 0.073 -0.1163
C -0.040 -1.563 -5.456 0.032 0.071 0.005 -0.0734
C 0.131 -0.867 -4.262 0.025 0.031 -0.180 0.0025
C 2.677 1.263 -2.685 0.016 0.046 -0.109 -0.1166
C 3.243 2.529 -2.596 0.041 0.004 0.030 -0.0090
C 4.617 2.679 -2.394 -0.084 -0.054 0.016 -0.0847
C 5.440 1.568 -2.291 -0.097 -0.011 -0.019 -0.1148
C 4.879 0.294 -2.375 -0.069 0.053 -0.017 -0.0950
C 3.513 0.150 -2.563 0.037 -0.024 -0.030 -0.0219
H 0.132 5.478 -5.096 -0.104 -0.026 0.048 0.0855
H -0.636 5.337 -3.491 -0.011 -0.013 -0.084 0.0807
H -1.647 5.339 -4.957 0.132 -0.006 0.049 0.0907
H 0.328 3.418 -6.572 -0.110 -0.051 0.016 0.0897
H -1.461 3.379 -6.558 0.114 -0.025 0.037 0.0870
H -0.530 1.938 -6.079 -0.011 0.071 -0.013 0.0777
H 0.595 2.779 -1.899 0.015 0.180 0.160 0.1500
H -1.358 0.989 -3.168 -0.055 -0.215 -0.139 0.1251
H -3.878 2.532 0.237 0.021 -0.034 0.027 0.1027
H -6.249 1.887 0.135 0.022 -0.009 -0.031 0.0966
H -7.168 0.845 -1.930 0.067 0.019 0.007 0.0866
H -5.667 0.454 -3.863 0.016 0.017 0.015 0.0908
H -3.305 1.101 -3.751 -0.078 0.000 0.056 0.1128
H -3.438 4.342 -2.571 0.057 0.031 0.051 0.1223
H -3.316 6.743 -2.011 0.043 -0.050 0.023 0.0914
H -1.675 7.546 -0.332 -0.013 -0.051 0.009 0.0849
H -0.195 5.906 0.813 -0.063 -0.030 -0.062 0.0975
H -0.359 3.493 0.264 0.033 -0.037 0.009 0.1017
H 2.312 1.489 -5.326 -0.026 -0.059 0.001 0.1202
H 2.027 0.243 -7.441 -0.027 -0.006 0.047 0.0917
H 0.511 -1.720 -7.531 0.003 0.015 0.034 0.0864
H -0.701 -2.423 -5.481 0.035 0.046 0.012 0.0989
H -0.380 -1.178 -3.363 -0.031 -0.048 0.069 0.1011
H 2.620 3.413 -2.680 0.061 -0.094 0.001 0.1139
H 5.037 3.676 -2.308 -0.030 -0.059 -0.012 0.0942
H 6.509 1.689 -2.143 -0.043 -0.003 0.007 0.0861
H 5.506 -0.588 -2.289 -0.034 0.045 0.008 0.0968
H 3.067 -0.840 -2.609 0.041 0.088 -0.003 0.1290
C 2.103 -0.565 4.220 0.020 -0.053 -0.048 -0.0055
C 0.848 -0.690 3.416 0.114 -0.235 0.369 -0.4165
N 0.242 0.291 2.874 -0.383 0.175 -0.219 0.1309
C -0.898 -0.272 2.141 -0.134 0.211 -0.203 -0.3274
C -0.992 -1.680 2.613 -0.329 0.096 0.033 -0.1120
N 0.211 -1.892 3.245 0.480 0.001 -0.120 0.1398
C -1.948 -2.740 2.860 1.077 0.366 0.255 -0.5318
O -3.198 -2.654 2.470 -1.472 0.944 -1.508 0.1039
O -1.586 -3.708 3.531 -0.087 -0.213 0.036 0.0152
C -2.300 -0.829 -0.450 -0.137 -0.026 0.091 -0.6555
O -3.392 -1.180 -0.065 -0.574 -0.409 0.854 0.0209
O -1.828 -0.727 -1.624 0.630 0.085 -0.060 -0.1039
H 2.717 0.239 3.812 -0.046 -0.049 0.027 0.0730
H 2.673 -1.498 4.215 -0.023 0.076 -0.033 0.0740
H 1.857 -0.315 5.254 0.016 -0.032 0.002 0.0742
H 0.386 -2.778 3.688 0.016 -0.017 0.107 0.1430
H -3.366 -1.971 1.743 0.491 -0.679 0.624 0.1086
N -2.928 1.341 2.336 -0.467 0.304 -0.052 0.1623
C -2.056 0.608 2.197 0.622 -0.608 0.536 -0.2273
```
Positions in Å, forces in eV/Å.

Properties
Strongest force on any atom, eV/A: 2.3
HOMO level (alpha / beta), eV: -1.27 / -2.77
Molar mass, g mol⁻¹: 1024.64
Multiplicity: 3
Expectation value of S²: 2.0187
LUMO (alpha / beta), eV: 3.8131 / 3.8123
Total charge: -2
HOMO-LUMO gap (alpha / beta), eV: 5.082 / 6.581